This record from the OMol25 dataset describes a molecular structure, C25H17N5O2RuS. The level of theory is wB97M-V/def2-TZVPD.

Each line ends with the Löwdin charge.
CARTESIAN COORDINATES (ANGSTROEM)
Ru 0.035 -0.172 -0.094  1.32
O 2.577 3.354 0.387  0.08
C 2.078 2.275 0.144  -0.42
N 0.736 1.961 0.042  0.01
C -0.201 2.944 0.042  -0.17
C 0.072 4.343 0.063  0.00
C -0.949 5.240 0.044  -0.04
C -2.297 4.815 0.002  -0.04
C -2.619 3.495 -0.032  0.00
C -1.593 2.503 -0.017  -0.17
N -1.789 1.159 -0.051  0.01
C -3.071 0.642 -0.085  -0.42
O -4.122 1.249 -0.091  0.08
C -3.155 -0.862 -0.097  -0.19
C -4.418 -1.433 -0.121  0.02
C -4.529 -2.809 -0.122  -0.02
C -3.367 -3.561 -0.088  -0.03
C -2.150 -2.908 -0.062  -0.11
N -2.026 -1.574 -0.073  0.05
C 3.017 1.115 -0.057  -0.19
C 4.377 1.361 0.048  0.02
C 5.261 0.327 -0.183  -0.02
C 4.748 -0.916 -0.515  -0.03
C 3.377 -1.076 -0.579  -0.11
N 2.507 -0.083 -0.349  0.04
H 1.088 4.682 0.095  0.10
H -0.724 6.298 0.058  0.12
H -3.088 5.553 -0.011  0.12
H -3.645 3.190 -0.076  0.10
H -5.278 -0.780 -0.138  0.13
H -5.499 -3.285 -0.142  0.12
H -3.390 -4.642 -0.082  0.12
H -1.243 -3.488 -0.028  0.09
H 4.702 2.360 0.298  0.13
H 6.329 0.486 -0.112  0.12
H 5.392 -1.758 -0.723  0.12
H 2.969 -2.039 -0.837  0.09
S 1.588 -4.718 0.898  1.12
C 1.124 -3.124 1.320  -0.43
N 0.783 -2.343 0.344  -0.11
C 0.889 -3.019 -0.873  -0.43
C 0.606 -2.447 -2.113  -0.06
C 0.760 -3.222 -3.240  -0.04
C 1.192 -4.555 -3.134  -0.05
C 1.478 -5.128 -1.913  -0.06
C 1.320 -4.337 -0.770  -0.47
H 1.113 -2.810 2.353  0.10
H 0.278 -1.406 -2.191  0.08
H 0.549 -2.804 -4.215  0.12
H 1.304 -5.146 -4.032  0.12
H 1.813 -6.153 -1.845  0.12

Values from the calculation:
Spin multiplicity: 6
E_tot in hartree: -1879.9969
<S²>: 8.78
Charge: +1



This record from the OMol25 dataset describes a molecular structure, C22H25GeIN3Se3TeV. The level of theory is wB97M-V/def2-TZVPD.

Each line ends with the Löwdin charge.
CARTESIAN COORDINATES (ANGSTROEM)
V 1.035 2.231 0.283  -0.13
Se 1.586 2.294 2.794  0.06
Se 2.989 0.467 2.969  -0.15
Te 4.837 1.027 1.364  0.37
Se 3.673 2.150 -0.416  -0.07
I 0.649 2.556 -2.530  1.14
C -1.373 2.064 -2.294  -0.59
C -2.160 2.056 -3.407  -0.16
C -3.526 1.739 -3.288  -0.09
C -4.048 1.451 -2.061  -0.04
C -3.237 1.460 -0.900  -0.17
C -3.798 1.167 0.365  -0.05
C -3.013 1.173 1.478  -0.07
C -1.631 1.454 1.374  -0.14
C -1.007 1.753 0.177  -0.25
C -1.845 1.764 -0.991  -0.25
H -1.744 2.295 -4.377  0.09
H -4.151 1.731 -4.172  0.10
H -5.100 1.213 -1.953  0.11
H -4.857 0.942 0.424  0.11
H -3.440 0.948 2.448  0.10
H -1.042 1.416 2.280  0.03
N 1.187 4.307 0.291  0.01
C 1.331 5.456 0.216  -0.16
C 1.480 6.828 0.095  -0.27
C 1.882 7.607 1.214  -0.25
N 2.204 8.244 2.120  0.11
C 1.227 7.441 -1.163  -0.25
N 1.017 7.934 -2.186  0.11
C 0.807 -4.619 3.496  -0.12
C 0.146 -3.319 3.053  -0.28
C 0.898 -2.632 1.918  -0.32
C 0.249 -1.326 1.459  -0.38
Ge 1.228 -0.375 0.001  0.72
C 0.364 -1.071 -1.667  -0.37
C 0.170 -2.587 -1.728  -0.31
C 1.475 -3.366 -1.863  -0.30
C 1.258 -4.873 -1.872  -0.12
H 0.259 -5.101 4.307  0.06
H 1.827 -4.436 3.843  0.07
H 0.866 -5.326 2.664  0.07
H 0.074 -2.630 3.902  0.11
H -0.883 -3.516 2.732  0.11
H 0.980 -3.331 1.080  0.09
H 1.928 -2.437 2.240  0.08
H 0.145 -0.644 2.307  0.03
H -0.767 -1.515 1.091  0.07
H 2.648 -1.028 0.003  -0.07
H 0.939 -0.738 -2.536  0.04
H -0.612 -0.580 -1.736  0.04
H -0.479 -2.849 -2.574  0.11
H -0.360 -2.932 -0.832  0.09
H 2.147 -3.093 -1.046  0.07
H 1.980 -3.056 -2.784  0.11
H 0.790 -5.202 -0.940  0.06
H 2.198 -5.419 -1.983  0.06
H 0.599 -5.171 -2.692  0.07

Values from the calculation:
Spin multiplicity: 4
Energy above the lowest of the compared OMol25 structures with the same formula, charge and spin in eV: 1.624
E_tot in hartree: -11808.6071
<S²>: 3.80
Charge: -1



This record from the OMol25 dataset describes 2 unconnected molecules or ions with the total composition C3H10N2O3. The level of theory is wB97M-V/def2-TZVPD.

Each line ends with the Löwdin charge.
CARTESIAN COORDINATES (ANGSTROEM)
O 1.084 0.924 0.031  0.05
C 0.109 0.206 0.157  -0.46
N -0.574 0.193 1.357  0.08
C -1.984 -0.223 1.464  -0.24
O -2.816 0.873 1.155  -0.04
C -0.253 -0.857 -0.812  -0.20
N 0.636 -0.927 -1.966  0.02
H -0.197 0.659 2.163  0.14
H -2.194 -1.010 0.749  0.10
H -2.155 -0.549 2.495  0.13
H -2.346 1.525 0.623  0.09
H -0.258 -1.886 -0.466  0.13
H -1.272 -0.609 -1.173  0.13
H 1.513 -1.364 -1.770  0.07
H 0.681 -0.120 -2.559  0.07
H 3.800 0.800 0.096  0.02
H 2.629 1.264 -0.755  -0.01
O 3.596 1.101 -0.790  -0.09

Values from the calculation:
Energy above the lowest of the compared OMol25 structures with the same formula, charge and spin in eV: 1.080
E_tot in hartree: -455.5319



This record from the OMol25 dataset describes a single H6SSi3 molecule. The level of theory is wB97M-V/def2-TZVPD.

Each line ends with the Löwdin charge.
CARTESIAN COORDINATES (ANGSTROEM)
Si 1.695 -0.489 0.281  0.45
Si -1.854 -1.141 0.027  0.27
Si 0.477 1.428 0.105  0.02
S -1.668 0.995 0.288  0.07
H 2.947 -0.593 0.927  -0.20
H 1.829 -1.495 -0.958  -0.10
H -1.076 -1.947 -0.883  -0.16
H -3.271 -1.350 -0.130  -0.16
H 0.716 2.096 1.360  -0.12
H 0.205 2.495 -1.018  -0.07

Values from the calculation:
Energy above the lowest of the compared OMol25 structures with the same formula, charge and spin in eV: 1.157
E_tot in hartree: -1270.1309



This record from the OMol25 dataset describes a molecular structure, AlBH10O3. The level of theory is wB97M-V/def2-TZVPD.

Each line ends with the Löwdin charge.
CARTESIAN COORDINATES (ANGSTROEM)
Al 0.589 0.869 0.147  1.14
B -1.522 0.091 0.270  -0.21
H -1.472 1.089 -0.137  0.01
H -0.941 0.159 1.177  0.00
H -2.553 -0.220 0.336  0.09
H -1.085 -0.555 -0.475  0.03
O 2.152 -0.405 0.150  0.12
H 2.945 -0.460 0.682  0.16
H 2.420 -0.719 -0.714  0.16
O 0.513 -0.928 1.169  -0.04
H -0.296 -1.147 1.632  0.11
H 1.170 -1.516 1.542  0.14
O -0.375 1.116 -1.671  0.04
H -0.339 1.918 -2.193  0.14
H -1.206 0.708 -1.915  0.12

Values from the calculation:
Energy above the lowest of the compared OMol25 structures with the same formula, charge and spin in eV: 2.963
E_tot in hartree: -498.0944
Charge: +2



This record from the OMol25 dataset describes 2 unconnected molecules or ions with the total composition C3H11NO3P. The level of theory is wB97M-V/def2-TZVPD.

Each line ends with the Löwdin charge.
CARTESIAN COORDINATES (ANGSTROEM)
C -0.390 -3.088 2.572  -0.02
C 1.448 2.612 -1.488  -0.06
C 0.570 -1.915 2.743  -0.27
N -1.408 1.007 -2.252  -0.03
O -0.911 -0.179 0.091  -0.18
O 0.687 1.550 -0.897  -0.31
O 0.316 -0.860 2.177  0.10
P -0.843 1.128 -0.690  0.66
H -1.155 -2.908 1.893  0.05
H 0.162 -3.994 2.355  0.09
H -0.861 -3.375 3.568  0.11
H 2.428 2.165 -1.740  0.11
H 1.574 3.404 -0.814  0.07
H 0.953 2.961 -2.480  0.12
H 1.259 -1.918 3.598  0.16
H -1.409 2.221 0.072  0.10
H -1.441 -0.052 -2.448  0.13
H -1.775 1.623 -2.900  0.05
H -0.170 -0.436 0.911  0.12

Values from the calculation:
Spin multiplicity: 3
Energy above the lowest of the compared OMol25 structures with the same formula, charge and spin in eV: 0.587
E_tot in hartree: -742.3561
<S²>: 2.01
Charge: +1



This record from the OMol25 dataset describes 2 unconnected molecules or ions with the total composition C5H13N2. The level of theory is wB97M-V/def2-TZVPD.

Each line ends with the Löwdin charge.
CARTESIAN COORDINATES (ANGSTROEM)
C -1.299 -0.626 -0.744  -0.05
C 0.008 -1.039 -1.274  -0.34
C 1.300 -0.884 -0.846  0.12
N -0.150 -1.622 -2.655  0.21
H -1.183 -0.370 0.349  0.09
H -1.615 0.257 -1.328  0.11
H -2.102 -1.435 -0.807  0.12
H 2.146 -1.144 -1.474  0.08
H 1.506 -0.569 0.179  0.07
H -0.622 -0.943 -3.281  0.18
H -0.755 -2.438 -2.545  0.17
H 0.780 -1.894 -3.041  0.18
C -0.622 1.462 2.878  -0.14
C 0.700 1.735 0.983  -0.10
N 0.506 1.034 2.033  -0.09
H -1.414 0.616 2.817  0.10
H -1.075 2.440 2.509  0.09
H -0.299 1.491 3.900  0.06
H 1.542 1.584 0.318  0.06
H 0.079 2.634 0.784  0.08

Values from the calculation:
Energy above the lowest of the compared OMol25 structures with the same formula, charge and spin in eV: 3.380
E_tot in hartree: -307.4974
Charge: +1



This record from the OMol25 dataset describes a single CH3O3PS2 molecule. The level of theory is wB97M-V/def2-TZVPD.

Each line ends with the Löwdin charge.
CARTESIAN COORDINATES (ANGSTROEM)
C 1.188 0.390 0.741  -0.31
O -0.070 0.873 -1.780  -0.78
O -2.399 -2.214 -0.981  -0.41
O -0.970 -0.823 0.620  -0.78
P -1.022 -1.876 -0.731  0.87
S -0.896 1.725 -0.827  0.54
S -0.578 0.724 0.939  0.72
H 1.857 1.220 0.943  0.06
H 1.274 0.246 -0.371  0.04
H 1.617 -0.266 1.447  0.04

Values from the calculation:
Energy above the lowest of the compared OMol25 structures with the same formula, charge and spin in eV: 0.159
E_tot in hartree: -1403.2996